{
  "formula": "C13H23N2O3PTi",
  "method": "ωB97M-V/def2-TZVPD",
  "species": ["C", "C", "C", "C", "C", "C", "C", "C", "N", "Ti", "C", "P", "H", "H", "H", "H", "H", "H", "H", "H", "C", "C", "H", "C", "C", "H", "H", "H", "H", "H", "H", "H", "H", "H", "H", "H", "H", "H", "H", "O", "N", "O", "O"],
  "xyz": [[2.499, -2.093, 2.256], [2.868, -0.812, 1.850], [1.939, 0.050, 1.234], [0.632, -0.405, 1.061], [0.282, -1.710, 1.421], [1.214, -2.568, 2.031], [2.483, 1.376, 0.749], [1.734, 2.136, -0.352], [0.957, 1.282, -1.297], [-0.690, 1.334, 0.374], [-1.081, -2.258, 1.145], [-1.953, -0.925, 0.179], [3.850, -0.396, 2.013], [0.934, -3.594, 2.287], [3.225, -2.706, 2.774], [-1.656, -2.427, 2.064], [-1.083, -3.213, 0.590], [2.510, 2.072, 1.597], [3.521, 1.271, 0.401], [0.995, 2.815, 0.114], [-3.682, -1.340, 0.595], [-1.841, -1.643, -1.506], [2.382, 2.785, -0.979], [1.713, 0.099, -1.786], [0.731, 2.128, -2.511], [-1.788, 1.772, -1.251], [1.886, 0.184, -2.868], [2.677, 0.016, -1.296], [1.135, -0.815, -1.628], [1.512, 1.918, -3.265], [-0.228, 1.889, -2.977], [0.804, 3.207, -2.307], [-2.405, -2.577, -1.600], [-2.235, -0.902, -2.206], [-0.805, -1.825, -1.783], [-3.803, -2.397, 0.883], [-3.981, -0.681, 1.417], [-4.336, -1.103, -0.252], [-1.317, 1.154, -1.457], [-2.420, 3.155, 0.399], [-2.861, 1.976, 0.668], [-3.900, 1.826, 1.337], [-0.416, 1.944, 1.880]],
  "homo_ev": [-6.2660, -8.3814],
  "total_charge": 0,
  "e_lumo_ev": [0.4, -2.5],
  "multiplicity": 3,
  "gap_ev": [6.65, 5.92],
  "s_squared": 2.015
}